A 2-piece molecular cluster, C19H28Br2F4O4PS overall in a non-equilibrium geometry. Source: OMol25; level of theory: the ωB97M-V functional and the def2-TZVPD basis.

The geometry in XYZ format:
```
59
Properties=species:S:1:pos:R:3:mulliken_charge:R:1
C 4.697 3.303 0.039 -0.97
C 4.307 1.924 0.743 -0.59
C 3.014 1.251 0.076 -0.25
C 1.774 1.806 0.920 -0.90
O 0.608 2.013 0.143 -0.21
P -0.378 0.580 -0.048 1.06
S -1.207 0.759 1.978 -0.37
C -1.397 -1.019 -0.458 -0.76
C -0.545 -2.347 -0.406 -0.39
C -1.167 -3.462 0.563 -0.13
F -0.563 -4.723 0.296 -0.30
Br -3.102 -3.761 0.170 -0.11
C -1.069 -3.096 2.097 0.74
F -2.109 -2.302 2.522 -0.16
F -1.241 -4.303 2.799 -0.27
Br 0.657 -2.382 2.666 -0.10
C -1.711 1.701 -0.870 -1.58
C -2.722 2.407 0.073 0.40
C -4.060 1.849 0.367 -0.22
C -5.021 2.486 1.247 -0.60
C -4.732 3.782 1.885 -0.57
C -3.437 4.373 1.575 -0.56
C -2.445 3.711 0.712 1.04
C -1.111 4.504 0.498 -1.41
H 5.808 3.324 -0.147 0.30
H 4.435 4.192 0.679 0.23
H 4.203 3.430 -0.959 0.30
H 4.068 2.206 1.811 0.32
H 5.178 1.223 0.801 0.42
H 2.969 1.637 -0.970 0.19
H 3.134 0.144 0.164 0.24
H 2.109 2.836 1.257 0.39
H 1.618 1.220 1.865 0.28
H 0.691 -0.203 0.516 -0.46
H 0.251 0.398 -1.364 -0.22
H -2.455 0.211 2.057 0.10
H -1.778 -0.930 -1.516 0.30
H -2.319 -1.033 0.184 0.24
H 0.541 -2.214 -0.175 0.41
H -0.586 -2.822 -1.427 0.14
H -1.146 2.529 -1.389 0.54
H -2.313 1.195 -1.668 0.47
H -4.374 0.863 -0.067 0.23
H -6.020 2.045 1.487 0.30
H -5.463 4.289 2.563 0.33
H -3.206 5.367 2.018 0.29
H -0.320 4.259 1.246 0.16
H -1.387 5.590 0.464 0.50
H -0.724 4.247 -0.524 0.23
C 1.351 -5.529 -1.960 -0.40
C 2.708 -5.914 -2.464 0.35
O 2.745 -5.320 -3.748 -0.33
C 1.931 -4.219 -3.669 0.54
O 1.924 -3.335 -4.460 -0.51
O 1.137 -4.270 -2.564 -0.19
F 2.822 -7.260 -2.601 -0.29
H 0.572 -6.223 -2.288 0.23
H 1.316 -5.450 -0.875 0.26
H 3.537 -5.535 -1.861 0.30
```

Values from the calculation:
- charge = -1
- LUMO energy (Eh) = 0.08384
- multiplicity = 1
- HOMO-LUMO gap (eV) = 6.579